(1)
DFT (the ωB97M-V functional and the def2-TZVPD basis) results for a molecular structure, C32H48N6O12Sr2 at a distorted geometry.

CARTESIAN COORDINATES (ANGSTROEM)
1 N 9.33 -14.00 -10.70
2 H 9.68 -14.75 -11.28
3 H 9.38 -14.29 -9.73
4 H 8.37 -13.70 -10.69
5 H 9.96 -13.21 -10.70
6 N 14.12 -16.46 -5.91
7 H 13.36 -15.89 -5.57
8 H 13.88 -17.10 -6.65
9 H 14.67 -17.04 -5.29
10 H 14.85 -15.79 -6.13
11 Sr 12.49 -16.51 -9.79
12 Sr 11.55 -13.16 -7.25
13 C 11.07 -14.63 -2.54
14 C 12.18 -14.54 -3.54
15 O 12.10 -14.68 -4.97
16 H 11.22 -14.55 -1.47
17 H 10.34 -15.42 -2.67
18 H 10.52 -13.73 -2.83
19 H 12.84 -15.35 -3.23
20 H 12.80 -13.67 -3.32
21 C 12.72 -11.22 -10.73
22 C 11.32 -10.86 -10.38
23 O 10.92 -11.81 -9.36
24 H 12.97 -10.44 -11.46
25 H 12.85 -12.24 -11.08
26 H 13.25 -11.05 -9.79
27 H 10.81 -11.05 -11.32
28 H 11.13 -9.87 -9.97
29 C 9.62 -17.56 -8.27
30 C 9.59 -16.12 -7.82
31 O 10.47 -15.25 -8.48
32 H 10.57 -18.05 -8.06
33 H 9.78 -17.65 -9.34
34 H 8.70 -18.14 -8.16
35 H 9.87 -16.00 -6.78
36 H 8.62 -15.69 -8.07
37 C 15.95 -14.57 -9.47
38 C 15.01 -14.06 -8.36
39 O 13.64 -14.60 -8.33
40 H 16.03 -15.66 -9.38
41 H 16.96 -14.18 -9.38
42 H 15.50 -14.42 -10.46
43 H 15.04 -12.98 -8.35
44 H 15.53 -14.32 -7.43
45 C 18.25 -12.57 -4.18
46 C 18.43 -11.39 -4.85
47 C 17.25 -10.81 -5.41
48 C 16.01 -11.50 -5.44
49 C 15.90 -12.69 -4.70
50 C 17.02 -13.23 -4.12
51 N 14.82 -10.92 -6.22
52 O 14.92 -9.84 -6.84
53 O 13.77 -11.56 -6.18
54 H 19.12 -12.94 -3.64
55 H 19.41 -10.94 -4.93
56 H 17.28 -9.90 -5.99
57 H 14.96 -13.19 -4.53
58 H 16.82 -14.13 -3.57
59 C 4.53 -13.36 -5.02
60 C 4.41 -13.80 -6.32
61 C 5.52 -13.76 -7.18
62 C 6.74 -13.20 -6.80
63 C 6.79 -12.68 -5.49
64 C 5.74 -12.80 -4.57
65 N 7.79 -13.10 -7.79
66 O 7.50 -13.22 -8.98
67 O 8.87 -12.84 -7.39
68 H 3.72 -13.28 -4.31
69 H 3.48 -14.19 -6.70
70 H 5.29 -14.10 -8.17
71 H 7.67 -12.18 -5.11
72 H 5.72 -12.39 -3.57
73 C 13.92 -8.86 -2.21
74 C 13.57 -10.15 -2.25
75 C 12.53 -10.47 -3.12
76 C 11.98 -9.49 -3.97
77 C 12.37 -8.10 -3.91
78 C 13.39 -7.84 -2.96
79 N 11.03 -9.94 -5.02
80 O 11.07 -11.08 -5.35
81 O 10.13 -9.18 -5.32
82 H 14.74 -8.57 -1.57
83 H 14.08 -10.97 -1.77
84 H 12.19 -11.50 -3.20
85 H 11.99 -7.23 -4.44
86 H 13.89 -6.89 -2.84
87 C 6.92 -9.21 -6.01
88 C 7.28 -9.65 -7.28
89 C 6.43 -10.25 -8.15
90 C 5.09 -10.40 -7.83
91 C 4.69 -9.82 -6.59
92 C 5.66 -9.25 -5.64
93 N 4.16 -11.08 -8.69
94 O 4.67 -11.61 -9.71
95 O 3.00 -11.19 -8.38
96 H 7.70 -8.75 -5.42
97 H 8.32 -9.61 -7.58
98 H 6.76 -10.61 -9.11
99 H 3.63 -9.86 -6.38
100 H 5.42 -8.86 -4.67

Output
Charge: +2
LUMO: -0.26850 Ha
Calculated total energy: -69118.342 eV
ΔE to the lowest compared entry with this formula, charge and spin: 255.8 kJ/mol
HOMO-LUMO gap: 4.5 eV



(2)
DFT (the ωB97M-V functional and the def2-TZVPD basis) results for 8 unconnected molecules or ions with the total composition C32H48O24 at a distorted geometry.

CARTESIAN COORDINATES (ANGSTROEM)
1 C -1.65 5.32 -3.56
2 C -1.01 5.59 -2.17
3 C 0.53 5.66 -2.06
4 O 0.71 6.95 -1.69
5 C -0.43 7.56 -1.26
6 O -0.53 8.74 -0.93
7 O -1.46 6.87 -1.64
8 H -2.71 5.48 -3.76
9 H -1.43 4.40 -4.10
10 H -1.20 6.02 -4.26
11 H -1.47 4.78 -1.60
12 H 1.01 5.45 -3.01
13 H 0.72 5.00 -1.21
14 C -4.85 -0.11 -2.17
15 C -4.65 -0.89 -0.90
16 C -5.94 -1.67 -0.35
17 O -5.47 -2.96 -0.12
18 C -4.17 -3.00 -0.57
19 O -3.39 -3.94 -0.44
20 O -3.80 -1.94 -1.21
21 H -5.04 -0.86 -2.94
22 H -4.00 0.49 -2.48
23 H -5.67 0.58 -1.96
24 H -4.30 -0.28 -0.06
25 H -6.70 -1.87 -1.11
26 H -6.25 -1.30 0.63
27 C 6.20 -4.28 6.78
28 C 6.99 -3.11 7.31
29 C 6.14 -1.92 7.96
30 O 6.87 -1.69 9.06
31 C 7.71 -2.68 9.40
32 O 8.29 -2.79 10.48
33 O 7.65 -3.64 8.42
34 H 6.83 -5.14 6.54
35 H 5.67 -3.98 5.88
36 H 5.38 -4.47 7.48
37 H 7.78 -2.61 6.75
38 H 5.08 -2.15 8.07
39 H 6.18 -1.08 7.27
40 C 1.00 -4.34 -5.04
41 C 1.35 -5.58 -4.35
42 C 0.35 -6.14 -3.32
43 O 0.41 -7.56 -3.70
44 C 0.93 -7.70 -4.87
45 O 1.11 -8.69 -5.59
46 O 1.31 -6.55 -5.32
47 H 1.37 -3.60 -4.34
48 H -0.04 -4.01 -5.04
49 H 1.58 -4.12 -5.94
50 H 2.36 -5.54 -3.95
51 H -0.69 -6.05 -3.63
52 H 0.63 -5.85 -2.31
53 C 3.94 -0.42 -9.83
54 C 4.09 0.95 -9.05
55 C 2.90 1.85 -8.63
56 O 2.79 1.57 -7.29
57 C 3.82 0.77 -6.92
58 O 3.94 0.38 -5.74
59 O 4.76 0.70 -7.88
60 H 3.38 -1.21 -9.33
61 H 4.90 -0.88 -10.05
62 H 3.58 -0.19 -10.83
63 H 4.91 1.49 -9.51
64 H 1.92 1.57 -9.02
65 H 3.02 2.93 -8.64
66 C -5.35 5.05 0.85
67 C -5.96 6.40 0.49
68 C -7.34 6.67 1.00
69 O -7.23 7.86 1.71
70 C -5.96 7.96 2.08
71 O -5.44 8.78 2.89
72 O -5.27 7.17 1.30
73 H -5.52 4.36 0.02
74 H -5.68 4.64 1.81
75 H -4.28 5.23 0.95
76 H -5.75 6.52 -0.57
77 H -7.78 5.81 1.52
78 H -7.96 6.88 0.12
79 C -2.96 -2.49 5.75
80 C -1.57 -2.29 6.17
81 C -1.22 -2.84 7.59
82 O -0.09 -3.70 7.37
83 C 0.08 -3.88 6.02
84 O 1.02 -4.51 5.46
85 O -0.79 -3.15 5.30
86 H -3.63 -1.66 5.99
87 H -3.45 -3.44 5.98
88 H -3.01 -2.34 4.67
89 H -1.20 -1.27 6.25
90 H -2.01 -3.33 8.17
91 H -0.97 -2.08 8.33
92 C 3.16 -0.57 2.37
93 C 2.45 0.34 1.25
94 C 1.81 -0.49 0.11
95 O 0.61 0.22 -0.09
96 C 0.24 0.86 1.06
97 O -0.94 1.21 1.34
98 O 1.35 1.03 1.84
99 H 4.12 -0.99 2.05
100 H 2.53 -1.30 2.88
101 H 3.46 0.11 3.16
102 H 3.09 1.08 0.77
103 H 1.67 -1.52 0.44
104 H 2.52 -0.60 -0.71

Output
LUMO: -0.00902 Ha
Structure (SMILES): C[C@H]1COC(=O)O1.C[C@H]1COC(=O)O1.C[C@H]1COC(=O)O1.C[C@H]1COC(=O)O1.C[C@H]1COC(=O)O1.C[C@H]1COC(=O)O1.C[C@H]1COC(=O)O1.C[C@H]1COC(=O)O1
Calculated total energy: -83097.215 eV
ΔE to the lowest compared entry with this formula, charge and spin: 782.6 kJ/mol
HOMO-LUMO gap: 10.0 eV



(3)
DFT (the ωB97M-V functional and the def2-TZVPD basis) results for 8 unconnected molecules or ions with the total composition C32H48O24 at a distorted geometry.

CARTESIAN COORDINATES (ANGSTROEM)
1 C -1.60 -3.19 -12.35
2 C -0.11 -3.05 -12.28
3 C 0.48 -1.68 -12.67
4 O 1.44 -1.44 -11.66
5 C 1.38 -2.38 -10.70
6 O 2.11 -2.42 -9.76
7 O 0.35 -3.22 -10.92
8 H -2.13 -2.54 -11.65
9 H -1.91 -4.19 -12.07
10 H -1.92 -2.94 -13.37
11 H 0.46 -3.77 -12.87
12 H -0.22 -0.83 -12.66
13 H 0.86 -1.67 -13.69
14 C 5.18 -1.51 -10.80
15 C 5.84 -1.12 -12.08
16 C 5.23 -1.80 -13.28
17 O 3.99 -1.11 -13.44
18 C 4.15 0.13 -12.96
19 O 3.43 1.06 -13.11
20 O 5.36 0.25 -12.32
21 H 5.32 -0.80 -9.98
22 H 5.49 -2.49 -10.42
23 H 4.09 -1.60 -10.84
24 H 6.92 -1.08 -12.17
25 H 5.16 -2.88 -13.18
26 H 5.76 -1.64 -14.22
27 C 10.15 -0.41 -11.24
28 C 11.26 -0.86 -12.15
29 C 12.30 -1.84 -11.55
30 O 11.93 -3.12 -12.08
31 C 10.93 -2.96 -12.95
32 O 10.24 -3.84 -13.36
33 O 10.75 -1.65 -13.23
34 H 9.76 -1.18 -10.57
35 H 9.31 -0.13 -11.87
36 H 10.45 0.44 -10.63
37 H 11.86 -0.03 -12.51
38 H 12.27 -1.96 -10.46
39 H 13.32 -1.56 -11.82
40 C 5.48 -4.86 -7.42
41 C 5.34 -3.35 -7.38
42 C 4.65 -2.75 -6.17
43 O 5.50 -1.66 -5.77
44 C 6.68 -1.76 -6.39
45 O 7.61 -1.03 -6.23
46 O 6.68 -2.79 -7.26
47 H 6.02 -5.14 -6.51
48 H 6.15 -5.13 -8.24
49 H 4.51 -5.34 -7.43
50 H 5.01 -2.95 -8.34
51 H 4.68 -3.44 -5.33
52 H 3.64 -2.41 -6.35
53 C 6.19 -6.02 -15.26
54 C 5.54 -6.41 -13.95
55 C 5.95 -5.56 -12.73
56 O 4.72 -5.23 -12.10
57 C 3.67 -5.67 -12.83
58 O 2.54 -5.57 -12.50
59 O 4.11 -6.20 -13.99
60 H 6.66 -5.05 -15.27
61 H 5.39 -6.01 -16.00
62 H 6.89 -6.79 -15.59
63 H 5.64 -7.47 -13.73
64 H 6.51 -4.64 -12.93
65 H 6.62 -6.09 -12.05
66 C 2.39 0.96 -8.99
67 C 3.01 2.19 -9.61
68 C 2.29 2.77 -10.83
69 O 1.47 3.78 -10.23
70 C 2.04 4.18 -9.07
71 O 1.75 5.15 -8.44
72 O 3.03 3.31 -8.73
73 H 2.48 0.13 -9.69
74 H 1.32 1.06 -8.77
75 H 2.82 0.74 -8.01
76 H 4.04 1.94 -9.89
77 H 1.57 2.15 -11.35
78 H 3.01 3.18 -11.54
79 C 2.28 -0.31 -16.38
80 C 1.08 -1.18 -16.48
81 C -0.27 -0.50 -16.16
82 O -1.14 -1.01 -17.16
83 C -0.43 -1.66 -18.11
84 O -0.91 -2.20 -19.05
85 O 0.89 -1.52 -17.88
86 H 3.17 -0.76 -16.84
87 H 2.51 -0.09 -15.34
88 H 2.13 0.67 -16.84
89 H 1.19 -2.15 -15.99
90 H -0.18 0.58 -16.28
91 H -0.59 -0.72 -15.14
92 C 9.90 -3.23 -17.94
93 C 8.61 -3.63 -17.25
94 C 8.45 -2.91 -15.89
95 O 7.38 -2.00 -16.14
96 C 6.70 -2.39 -17.25
97 O 5.60 -2.05 -17.53
98 O 7.50 -3.17 -18.01
99 H 10.05 -3.74 -18.89
100 H 10.77 -3.50 -17.34
101 H 9.89 -2.14 -18.07
102 H 8.61 -4.71 -17.14
103 H 9.35 -2.39 -15.59
104 H 8.20 -3.59 -15.07

Output
LUMO: -0.00063 Ha
Structure (SMILES): C[C@H]1COC(=O)O1.C[C@H]1COC(=O)O1.C[C@H]1COC(=O)O1.C[C@H]1COC(=O)O1.C[C@H]1COC(=O)O1.C[C@H]1COC(=O)O1.C[C@H]1COC(=O)O1.C[C@H]1COC(=O)O1
Calculated total energy: -83104.378 eV
ΔE to the lowest compared entry with this formula, charge and spin: 91.5 kJ/mol
HOMO-LUMO gap: 10.5 eV



- Look up the ΔE to the lowest compared entry with this formula, charge and spin of the third one.
  91.5 kJ/mol